1.
The following is a quantum chemistry calculation of C46H56N6NiO2Se as an isolated structure, from OMol25.

Properties
Electronic energy   -6175.26325 hartree
Relative energy (zero: lowest compared OMol25 entry of this formula, charge and spin)   0.952 eV
Strongest force on any atom   3.15 eV Å⁻¹

The geometry in ORCA input format:
```
! wB97M-V def2-TZVPD RIJCOSX def2/J DEFGRID3
* xyz 0 1
Ni 0.61 1.73 0.70
C 3.55 1.97 0.88
N 2.58 1.85 -0.22
C 2.92 0.68 -1.03
C 2.57 3.07 -1.00
C 3.64 3.45 -1.77
C 3.61 4.64 -2.49
C 2.49 5.45 -2.42
C 1.39 5.07 -1.67
C 1.40 3.87 -0.94
N 0.31 3.37 -0.30
C -0.80 4.14 -0.02
C -0.67 5.37 0.65
C -1.77 6.14 0.96
C -3.04 5.72 0.58
C -3.19 4.52 -0.10
C -2.10 3.71 -0.41
N -2.24 2.55 -1.17
C -1.98 1.28 -0.53
C -3.36 2.48 -2.08
H 4.57 2.10 0.49
H 3.50 1.08 1.50
H 3.30 2.84 1.50
H 3.99 0.65 -1.29
H 2.34 0.71 -1.96
H 2.67 -0.22 -0.48
H 4.52 2.82 -1.83
H 4.46 4.92 -3.09
H 2.47 6.37 -2.97
H 0.51 5.69 -1.65
H 0.32 5.68 0.96
H -1.65 7.07 1.49
H -3.91 6.30 0.83
H -4.18 4.21 -0.38
H -2.85 0.93 0.05
H -1.13 1.36 0.19
H -1.74 0.54 -1.29
H -4.32 2.27 -1.58
H -3.18 1.67 -2.79
H -3.44 3.41 -2.64
C 3.98 -3.03 1.45
C 2.85 -2.55 2.32
C 1.62 -3.19 2.23
C 0.54 -2.75 2.98
C 0.69 -1.68 3.83
C 1.92 -1.05 3.95
N 2.09 -0.02 4.90
C 1.05 0.75 5.39
C 0.95 0.95 6.77
C -0.06 1.72 7.32
C -1.00 2.33 6.50
C -0.89 2.17 5.13
C 0.12 1.40 4.56
C 0.22 1.44 3.08
O -0.64 2.09 2.43
O 1.20 0.92 2.47
C 3.02 -1.48 3.19
C 4.35 -0.82 3.39
H 3.71 -3.95 0.94
H 4.88 -3.21 2.04
H 4.22 -2.28 0.68
H 1.51 -4.05 1.58
H -0.41 -3.26 2.92
H -0.14 -1.33 4.43
H 2.84 -0.17 5.56
H 1.68 0.48 7.41
H -0.11 1.85 8.39
H -1.79 2.94 6.92
H -1.57 2.67 4.45
H 4.20 0.22 3.68
H 4.94 -0.84 2.48
H 4.91 -1.33 4.17
C -2.21 -5.05 0.79
C -2.91 -4.87 -0.55
C -3.92 -3.73 -0.56
C -3.28 -2.34 -0.51
N -2.54 -2.04 -1.70
C -1.18 -1.94 -1.80
Se -0.02 -2.04 -0.43
N -0.87 -1.67 -3.09
C 0.46 -1.54 -3.63
C 0.85 -2.77 -4.46
C 1.06 -4.03 -3.62
C 2.32 -3.98 -2.75
C -2.02 -1.57 -3.83
C -2.25 -1.27 -5.16
C -3.57 -1.23 -5.59
C -4.62 -1.48 -4.71
C -4.40 -1.76 -3.38
C -3.09 -1.81 -2.94
H -1.62 -5.96 0.78
H -2.94 -5.12 1.60
H -1.54 -4.23 1.01
H -3.44 -5.80 -0.80
H -2.16 -4.71 -1.33
H -4.60 -3.83 0.29
H -4.52 -3.81 -1.47
H -2.59 -2.28 0.34
H -4.05 -1.57 -0.38
H 1.15 -1.41 -2.80
H 0.48 -0.64 -4.26
H 1.77 -2.54 -5.01
H 0.06 -2.97 -5.19
H 1.13 -4.89 -4.29
H 0.19 -4.18 -2.98
H 3.18 -3.66 -3.34
H 2.52 -4.96 -2.34
H 2.20 -3.29 -1.92
H -1.43 -1.05 -5.83
H -3.77 -1.00 -6.62
H -5.63 -1.45 -5.09
H -5.23 -1.92 -2.70
*
```

Results of the Mulliken charge analysis, in e, for atoms 1 through 2: atom 1 (Ni): -1.231, atom 2 (C): -1.415



2.
The following is a quantum chemistry calculation of a single C5H6 molecule, from OMol25.

Properties
Electronic energy   -193.94852 hartree
Relative energy (zero: lowest compared OMol25 entry of this formula, charge and spin)   3.591 eV
Strongest force on any atom   5.00 eV Å⁻¹

The geometry in ORCA input format:
```
! wB97M-V def2-TZVPD RIJCOSX def2/J DEFGRID3
* xyz 0 1
C -2.00 -0.72 0.10
C -1.14 0.34 -0.40
C 0.05 0.77 0.34
C 1.32 0.11 -0.01
C 2.32 -0.52 -0.14
H -2.83 -0.94 -0.59
H -1.98 -1.32 1.17
H -1.49 1.14 -1.41
H -0.24 0.72 1.42
H 0.17 1.79 0.28
H 3.11 -1.27 -0.25
*
```

Results of the Mulliken charge analysis, in e, for atoms 1 through 2: atom 1 (C): -0.645, atom 2 (C): -0.029



3.
The following is a quantum chemistry calculation of a 2-piece molecular cluster, C5H11O3 overall, from OMol25.

Properties
Electronic energy   -422.88727 hartree
Relative energy (zero: lowest compared OMol25 entry of this formula, charge and spin)   0.719 eV
Strongest force on any atom   1.94 eV Å⁻¹

The geometry in ORCA input format:
```
! wB97M-V def2-TZVPD RIJCOSX def2/J DEFGRID3
* xyz -1 1
C 1.09 1.50 -0.73
C 1.58 0.77 0.51
C 0.97 0.52 -1.90
O -0.10 2.20 -0.50
H 1.84 2.20 -1.07
H 2.64 0.53 0.38
H 0.13 -0.15 -1.80
H 1.08 1.08 -2.84
H 1.91 -0.04 -2.00
H -0.85 1.57 -0.58
H 1.05 -0.18 0.61
H 1.41 1.28 1.46
C -1.71 -2.26 1.12
C -1.90 -0.71 1.35
O -1.86 -0.07 0.28
O -2.09 -0.34 2.52
H -2.69 -2.68 0.86
H -1.51 -2.86 2.02
H -0.99 -2.34 0.32
*
```

Results of the Mulliken charge analysis, in e, for atoms 1 through 2: atom 1 (C): 0.320, atom 2 (C): -1.051